1.
The following is a quantum chemistry calculation of a molecular structure, C25H40InN3O5P2 at a distorted geometry, from the OMol25 dataset.

Each line ends with the Mulliken charge.
Geometry (Å):
C1 -0.81 3.93 -1.74  -1.223
C2 -0.87 2.58 -1.29  1.112
N1 0.13 2.12 -0.47  0.295
C3 0.95 2.98 0.14  0.374
C4 0.91 4.36 -0.12  -0.778
C5 0.04 4.84 -1.11  -0.547
C6 -1.92 1.74 -1.71  -1.760
P1 -2.25 0.17 -0.95  1.236
In1 -0.21 -0.38 0.72  -0.312
P2 2.20 0.69 1.12  1.143
C7 1.90 2.47 1.23  -1.133
C8 -0.17 -2.65 0.31  0.460
C9 -1.31 -3.32 0.73  -0.259
C10 -1.26 -4.72 0.86  -0.745
C11 -0.09 -5.41 0.50  -0.485
C12 1.02 -4.72 -0.01  -0.646
C13 0.96 -3.32 -0.13  -0.191
O1 -0.70 1.19 -5.02  -0.688
O2 -0.09 -2.11 -3.69  -0.608
H1 -1.48 4.23 -2.54  0.412
H2 1.54 5.03 0.48  0.422
H3 0.03 5.90 -1.36  0.400
C14 -3.83 0.59 -0.09  -1.363
C15 -2.81 -1.14 -2.11  -0.900
H4 2.87 2.99 1.16  0.684
H5 1.47 2.70 2.22  0.251
H6 -1.01 1.10 -4.07  0.303
H7 -2.52 2.14 -2.54  0.307
C16 2.92 0.25 2.72  -1.375
C17 3.56 0.57 -0.07  -1.349
H8 -2.22 -2.76 0.98  0.382
H9 -2.12 -5.26 1.26  0.385
H10 -0.04 -6.49 0.63  0.356
H11 1.93 -5.25 -0.30  0.388
H12 1.80 -2.78 -0.58  0.264
H13 0.76 -0.65 -0.75  0.217
H14 0.76 -2.56 -3.89  0.297
H15 0.11 -1.20 -3.81  0.271
H16 0.20 1.58 -4.88  0.320
H17 1.50 -0.43 -0.57  -0.355
H18 -4.58 0.83 -0.86  0.542
H19 -4.19 -0.21 0.58  0.373
H20 -3.63 1.50 0.50  0.157
H21 -3.61 -0.76 -2.77  0.401
H22 -1.96 -1.52 -2.70  0.121
H23 -3.23 -1.99 -1.54  0.373
H24 4.45 1.03 0.38  0.500
H25 3.80 -0.48 -0.30  0.353
H26 3.33 1.09 -1.00  0.343
H27 3.99 0.54 2.74  0.499
H28 2.38 0.76 3.54  0.270
H29 2.84 -0.83 2.87  0.365
C18 -4.50 1.57 3.74  -1.266
C19 -3.39 2.51 4.16  -1.039
C20 -1.98 1.87 4.12  2.541
C21 -0.89 2.85 4.62  -0.771
C22 -0.86 4.20 3.92  -1.206
C23 -1.93 0.63 5.02  -0.346
O3 -2.60 0.49 6.05  -0.638
N2 -1.01 -0.35 4.66  0.084
C24 -0.57 -0.55 3.38  0.366
O4 0.17 -1.48 3.02  -0.700
N3 -1.02 0.37 2.48  0.110
C25 -1.66 1.54 2.68  -0.149
O5 -1.92 2.29 1.72  -0.727
H30 -4.38 1.22 2.71  0.187
H31 -5.46 2.10 3.81  0.478
H32 -4.53 0.71 4.42  0.319
H33 -3.37 3.39 3.51  0.448
H34 -3.55 2.86 5.19  0.425
H35 -1.06 3.00 5.70  0.491
H36 0.09 2.35 4.52  0.169
H37 -1.76 4.79 4.16  0.378
H38 0.01 4.77 4.26  0.402
H39 -0.80 4.10 2.83  0.216
H40 -0.89 -1.14 5.26  0.368

Values from the calculation:
frontier orbital gap: 6.41 eV
E_LUMO: 0.1118 eV
HOMO level: -6.3 eV
DFT total energy: -65032.346 eV

=====

2.
The following is a quantum chemistry calculation of 2 unconnected molecules or ions with the total composition C25H40N2O2 at a distorted geometry, from the OMol25 dataset.

Each line ends with the Mulliken charge.
Geometry (Å):
C1 4.67 -1.74 2.58  -0.796
C2 4.97 -1.44 1.02  -0.510
N1 3.78 -1.56 0.13  0.275
C3 2.77 -0.48 0.38  -0.059
C4 2.69 0.58 -0.83  -0.439
C5 2.29 2.08 -0.38  -0.015
C6 1.04 2.17 0.62  -0.428
C7 -0.31 2.53 -0.21  -0.753
C8 -0.97 1.26 -0.94  -0.662
C9 -1.41 0.07 0.05  0.395
C10 -2.10 0.52 1.42  -0.620
C11 -1.89 -0.70 2.48  -0.550
C12 -3.18 -1.64 2.68  -0.706
C13 -4.03 -1.92 1.35  -0.376
C14 -3.30 -2.97 0.36  -0.837
N2 -3.55 -4.40 0.74  0.344
C15 -2.68 -5.21 1.61  -0.129
C16 -3.12 -6.68 1.82  -0.632
C17 -4.43 -6.73 0.96  -0.447
C18 -4.63 -5.29 0.36  -0.340
C19 3.19 -2.91 0.22  0.329
O1 2.36 -3.30 1.08  -0.468
O2 3.64 -3.91 -0.74  -0.497
H1 4.26 -2.81 2.75  0.239
H2 3.86 -1.03 3.03  0.224
H3 5.63 -1.67 3.21  0.352
H4 5.79 -2.16 0.67  0.343
H5 5.43 -0.38 0.93  0.287
H6 1.70 -0.92 0.48  -0.357
H7 2.96 0.06 1.38  0.174
H8 2.01 0.24 -1.68  0.152
H9 3.76 0.64 -1.28  0.379
H10 3.24 2.62 0.00  0.389
H11 1.97 2.63 -1.35  -0.392
H12 0.90 1.27 1.31  0.225
H13 1.23 3.08 1.32  0.245
H14 -0.09 3.36 -0.99  0.319
H15 -1.08 2.98 0.52  0.387
H16 -0.16 0.83 -1.64  0.109
H17 -1.81 1.62 -1.65  0.378
H18 -0.51 -0.63 0.17  -0.288
H19 -2.20 -0.55 -0.53  0.120
H20 -1.64 1.44 1.91  0.356
H21 -3.23 0.76 1.29  0.329
H22 -0.93 -1.25 2.18  0.197
H23 -1.67 -0.23 3.52  0.388
H24 -3.83 -1.24 3.54  0.294
H25 -2.78 -2.67 3.04  0.250
H26 -5.01 -2.45 1.69  0.332
H27 -4.35 -1.00 0.77  0.378
H28 -3.75 -2.83 -0.69  0.230
H29 -2.17 -2.78 0.25  0.291
H30 -1.79 -4.63 2.01  0.293
H31 -2.58 -7.48 2.43  0.324
H32 -5.06 -7.66 0.83  0.309
H33 -5.52 -5.04 -0.31  0.304
H34 2.93 -3.97 -1.42  0.353
C20 1.73 5.73 -2.82  -0.301
C21 1.38 7.07 -2.92  -0.414
C22 0.37 7.47 -3.79  -0.357
C23 -0.29 6.52 -4.58  -0.360
C24 0.07 5.18 -4.49  -0.465
C25 1.07 4.78 -3.61  -0.284
H35 2.51 5.42 -2.14  0.350
H36 1.89 7.81 -2.31  0.360
H37 0.09 8.52 -3.86  0.355
H38 -1.07 6.83 -5.26  0.358
H39 -0.44 4.45 -5.11  0.362
H40 1.35 3.74 -3.54  0.403

Values from the calculation:
SMILES: CCN(CCCCCCCCCCCCn1cccc1)C(=O)O.c1ccccc1
frontier orbital gap: 8.09 eV
E_LUMO: 0.4986 eV
HOMO level: -7.6 eV
DFT total energy: -33642.298 eV

=====

3.
The following is a quantum chemistry calculation of a molecular structure, C25H40NO3P3V at a distorted geometry, from the OMol25 dataset.

Each line ends with the Mulliken spin population.
Geometry (Å):
C1 3.99 -1.30 -2.49  0.009
C2 3.08 -0.46 -1.85  -0.042
C3 1.85 -0.17 -2.51  0.035
C4 1.56 -0.75 -3.76  -0.029
C5 2.48 -1.62 -4.35  0.007
C6 3.69 -1.90 -3.72  -0.012
C7 0.22 -0.44 -4.37  0.027
C8 -0.20 0.97 -4.06  -0.051
C9 0.16 1.50 -2.81  0.065
C10 -0.23 2.82 -2.45  -0.109
C11 -0.98 3.56 -3.37  0.000
C12 -1.35 3.03 -4.61  0.006
C13 -0.95 1.73 -4.95  0.000
H1 4.94 -1.52 -1.98  0.000
H2 2.23 -2.07 -5.31  0.000
H3 4.40 -2.59 -4.17  -0.001
H4 0.26 -0.60 -5.45  0.000
H5 -1.28 4.58 -3.09  -0.001
H6 -1.95 3.62 -5.30  0.000
H7 -1.23 1.30 -5.91  0.000
N1 0.90 0.69 -1.94  0.008
V1 0.21 0.35 -0.05  2.148
C14 3.40 0.14 -0.49  0.078
H8 3.43 1.24 -0.52  0.004
H9 4.37 -0.24 -0.13  0.004
C15 0.16 3.43 -1.12  0.061
H10 1.26 3.52 -1.03  0.004
H11 -0.27 4.44 -1.02  -0.001
P1 2.18 -0.33 0.83  -0.037
P2 -0.41 2.50 0.38  -0.143
C16 -2.08 3.19 0.62  0.004
H12 -2.54 2.71 1.50  -0.002
H13 -2.05 4.28 0.76  0.000
H14 -2.69 2.95 -0.26  0.002
C17 0.56 3.33 1.70  0.021
H15 0.23 4.37 1.83  -0.003
H16 0.43 2.80 2.65  -0.002
H17 1.63 3.33 1.45  -0.001
C18 2.48 -2.13 0.95  0.013
H18 3.56 -2.29 1.06  -0.003
H19 1.93 -2.53 1.81  0.004
H20 2.13 -2.63 0.04  -0.001
C19 2.91 0.28 2.36  0.015
H21 2.23 0.04 3.19  0.000
H22 3.87 -0.23 2.52  0.000
H23 3.06 1.36 2.32  -0.005
H24 -0.54 -1.14 -3.95  -0.006
H25 -1.22 1.01 -0.31  -0.043
C20 -1.86 0.59 4.75  0.004
C21 -0.95 0.67 3.54  0.047
O1 -0.99 -0.61 2.90  0.021
P3 -1.07 -0.88 1.28  -0.081
O2 -2.68 -0.82 0.99  -0.005
C22 -3.77 -1.74 1.39  0.000
C23 -3.84 -1.94 2.87  0.000
O3 -0.83 -2.47 1.60  0.022
C24 -1.03 -3.64 0.76  0.001
C25 -0.79 -4.80 1.70  0.000
H26 -2.89 0.37 4.45  -0.001
H27 -1.84 1.55 5.26  0.000
H28 -1.54 -0.21 5.43  0.000
H29 -1.28 1.47 2.86  -0.033
H30 0.10 0.89 3.84  0.001
H31 -4.68 -1.23 1.04  -0.001
H32 -3.66 -2.68 0.83  0.001
H33 -4.06 -1.00 3.38  0.000
H34 -4.69 -2.60 3.09  0.000
H35 -2.93 -2.39 3.28  0.000
H36 -2.05 -3.66 0.35  0.002
H37 -0.32 -3.65 -0.08  -0.003
H38 -1.39 -4.70 2.61  0.000
H39 -1.04 -5.76 1.23  0.000
H40 0.26 -4.85 2.00  0.000

Values from the calculation:
2S+1: 3
frontier orbital gap (spin up / spin down): 6.07 / 6.36 eV
E_LUMO (spin up / spin down): -3.7365 / -3.5409 eV
HOMO level (spin up / spin down): -9.8 / -9.9 eV
charge: +1
DFT total energy: -87756.219 eV

=====

4.
The following is a quantum chemistry calculation of 11 unconnected molecules or ions with the total composition C25H41BCl20N4O3 at a distorted geometry, from the OMol25 dataset.

Each line ends with the Mulliken charge.
Geometry (Å):
C1 -1.41 -2.03 2.50  -0.548
C2 -2.74 -1.19 2.59  -0.374
B1 -2.98 -0.45 1.20  0.476
O1 -4.15 -0.59 0.49  -0.653
C3 -1.77 0.48 0.69  0.129
N1 -1.62 1.63 1.31  -0.565
C4 -0.57 2.37 0.82  -0.191
C5 -0.32 3.66 1.40  0.251
O2 -1.18 4.10 2.40  -0.541
C6 0.71 4.47 1.00  -0.580
C7 1.59 3.98 -0.03  -1.252
C8 1.37 2.75 -0.60  0.642
C9 2.38 2.32 -1.69  -0.326
C10 3.83 2.22 -1.03  -0.262
C11 4.32 0.78 -0.90  -0.121
N2 4.53 0.03 -2.11  -0.281
O3 4.53 0.25 0.17  -0.592
C12 0.27 1.91 -0.21  -0.438
N3 0.12 0.71 -0.86  0.012
C13 -0.91 0.04 -0.40  0.323
C14 -1.25 -1.32 -1.05  -0.453
C15 -0.40 -1.65 -2.29  0.244
N4 -1.11 -1.28 -3.54  -0.710
H1 -1.17 -2.43 3.50  0.050
H2 -0.55 -1.41 2.18  0.197
H3 -1.57 -2.83 1.76  0.213
H4 -2.53 -0.38 3.33  0.201
H5 -3.60 -1.80 2.92  0.420
H6 -4.79 -0.93 1.14  0.232
H7 -1.71 4.83 2.05  0.321
H8 0.84 5.46 1.45  0.571
H9 2.42 4.62 -0.33  0.907
H10 2.44 3.18 -2.38  0.309
H11 2.08 1.40 -2.22  0.222
H12 4.55 2.85 -1.58  0.406
H13 3.81 2.63 -0.01  0.378
H14 4.61 -0.95 -1.84  0.228
H15 5.38 0.34 -2.57  0.294
H16 -1.20 -2.11 -0.27  -0.037
H17 -2.30 -1.23 -1.39  0.433
H18 0.64 -1.28 -2.25  0.389
H19 -0.33 -2.76 -2.34  -0.370
H20 -1.04 -0.27 -3.69  0.079
H21 -0.66 -1.73 -4.33  0.288
Cl1 -5.80 0.39 4.35  -0.125
C16 -7.19 0.18 3.28  -0.273
Cl2 -7.26 -1.46 2.63  -0.175
H22 -8.10 0.38 3.84  0.374
H23 -7.10 0.88 2.46  0.205
Cl3 4.56 2.71 -4.49  -0.158
C17 4.16 1.14 -5.19  0.654
Cl4 4.91 0.93 -6.78  -0.188
H24 4.52 0.36 -4.53  0.082
H25 3.09 1.06 -5.30  -0.412
Cl5 -6.45 4.07 3.26  -0.161
C18 -4.96 4.41 4.15  -0.024
Cl6 -5.30 5.07 5.75  -0.161
H26 -4.40 3.49 4.26  0.159
H27 -4.38 5.14 3.59  0.192
Cl7 1.82 -2.23 4.04  -0.083
C19 2.05 -3.75 3.17  -0.324
Cl8 0.59 -4.75 3.20  -0.144
H28 2.30 -3.53 2.14  0.235
H29 2.86 -4.30 3.64  0.338
Cl9 -1.57 -2.87 6.35  -0.155
C20 -0.06 -2.45 7.17  0.155
Cl10 -0.38 -1.73 8.76  -0.173
H30 0.53 -3.35 7.31  0.286
H31 0.48 -1.74 6.57  -0.162
Cl11 2.74 -0.31 6.80  -0.105
C21 4.48 -0.57 6.80  -0.285
Cl12 4.88 -2.27 7.10  -0.161
H32 4.88 -0.29 5.83  0.253
H33 4.93 0.04 7.57  0.318
Cl13 -1.30 7.83 -2.10  -0.163
C22 0.46 7.62 -2.07  -0.388
Cl14 0.90 5.94 -1.72  0.057
H34 0.86 7.90 -3.03  0.305
H35 0.87 8.26 -1.29  0.268
Cl15 1.18 -4.38 -1.74  -0.097
C23 0.83 -5.88 -2.60  -0.396
Cl16 0.18 -5.56 -4.21  -0.099
H36 1.75 -6.45 -2.70  0.320
H37 0.10 -6.45 -2.04  0.282
Cl17 -0.90 0.11 -6.68  -0.153
C24 0.29 1.35 -6.27  -0.246
Cl18 0.26 1.74 -4.55  -0.056
H38 1.27 0.99 -6.54  0.098
H39 0.06 2.25 -6.84  0.363
Cl19 -1.02 -8.30 -5.73  -0.139
C25 -1.28 -7.75 -7.39  -0.241
Cl20 -0.96 -6.02 -7.56  -0.145
H40 -0.62 -8.29 -8.05  0.259
H41 -2.32 -7.94 -7.66  0.262

Values from the calculation:
SMILES: CCB(O)c1nc2c(O)ccc(CCC(N)=O)c2nc1CCN.ClCCl.ClCCl.ClCCl.ClCCl.ClCCl.ClCCl.ClCCl.ClCCl.ClCCl.ClCCl
frontier orbital gap: 8.60 eV
E_LUMO: 0.1906 eV
HOMO level: -8.4 eV
DFT total energy: -289819.178 eV

=====

5.
The following is a quantum chemistry calculation of 10 unconnected molecules or ions with the total composition C25H41BN9O4 at a distorted geometry, from the OMol25 dataset.

Each line ends with the Mulliken charge.
Geometry (Å):
O1 -0.96 -0.92 -0.07  -0.691
C1 -0.43 -0.04 -0.72  -0.010
O2 0.90 0.00 -1.00  -0.239
C2 1.30 -1.36 -1.41  0.119
C3 2.68 -1.44 -2.12  -0.308
C4 3.01 -0.29 -3.14  -0.471
C5 2.84 -0.72 -4.65  -0.678
B1 1.38 -1.32 -5.08  0.661
O3 0.91 -2.60 -4.47  -0.653
C6 -0.50 -2.51 -4.55  -0.575
C7 -0.81 -0.96 -4.53  0.657
O4 0.24 -0.38 -5.30  -0.657
H1 -1.04 0.78 -1.16  0.481
H2 1.38 -1.96 -0.47  0.017
H3 0.48 -1.83 -1.98  0.133
H4 3.43 -1.38 -1.35  0.366
H5 2.76 -2.43 -2.58  0.216
H6 2.50 0.67 -2.91  0.067
H7 4.09 -0.07 -2.99  0.416
H8 2.99 0.21 -5.26  0.189
H9 3.63 -1.43 -4.97  0.158
H10 1.61 -1.68 -6.26  -0.373
H11 -0.91 -3.11 -5.39  0.288
H12 -1.04 -2.86 -3.63  0.204
H13 -0.66 -0.45 -3.56  -0.544
H14 -1.85 -0.88 -4.92  0.319
C8 -0.53 2.12 2.18  0.073
C9 -0.96 3.53 2.18  0.145
N1 -1.32 4.62 2.20  -0.545
H15 -1.10 1.56 1.43  -0.004
H16 0.53 2.06 1.93  0.398
H17 -0.70 1.68 3.15  -0.061
C10 -0.54 -0.07 6.38  -1.016
C11 0.34 0.34 5.27  0.539
N2 1.03 0.67 4.41  -0.472
H18 -1.50 0.43 6.29  0.300
H19 -0.69 -1.15 6.34  0.339
H20 -0.08 0.19 7.33  0.375
C12 1.13 5.27 0.47  -0.140
C13 2.00 5.73 -0.63  0.097
N3 2.68 6.10 -1.49  -0.445
H21 0.16 5.75 0.40  0.356
H22 1.01 4.19 0.42  -0.080
H23 1.59 5.54 1.42  0.229
C14 -4.51 -0.49 1.25  -0.894
C15 -3.85 -0.38 2.57  0.520
N4 -3.34 -0.29 3.60  -0.488
H24 -5.58 -0.34 1.36  0.357
H25 -4.11 0.26 0.57  0.272
H26 -4.32 -1.48 0.84  0.234
C16 0.19 -2.22 2.39  0.011
C17 0.40 -3.63 2.74  0.155
N5 0.56 -4.74 3.02  -0.486
H27 -0.30 -2.15 1.42  0.037
H28 -0.44 -1.74 3.14  0.093
H29 1.14 -1.70 2.34  0.306
C18 -0.05 3.23 -3.85  -0.836
C19 -0.96 2.15 -3.48  0.687
N6 -1.68 1.29 -3.19  -0.632
H30 -0.48 3.81 -4.67  0.351
H31 0.12 3.89 -3.00  0.214
H32 0.90 2.81 -4.18  0.210
C20 6.16 -4.76 -2.33  -0.940
C21 5.19 -3.69 -2.05  0.299
N7 4.42 -2.85 -1.85  -0.431
H33 6.30 -5.38 -1.44  0.275
H34 5.80 -5.39 -3.14  0.261
H35 7.12 -4.33 -2.61  0.265
C22 0.25 4.77 5.78  -0.639
C23 1.12 5.23 4.69  0.376
N8 1.80 5.60 3.84  -0.457
H36 -0.73 5.24 5.70  0.274
H37 0.13 3.69 5.72  0.045
H38 0.70 5.02 6.74  0.357
C24 -7.11 -3.87 2.48  -0.760
C25 -7.26 -2.79 1.49  0.399
N9 -7.38 -1.95 0.72  -0.426
H39 -6.73 -4.77 1.99  0.267
H40 -6.41 -3.56 3.25  0.261
H41 -8.07 -4.09 2.94  0.287

Values from the calculation:
frontier orbital gap: 4.72 eV
E_LUMO: 1.6895 eV
HOMO level: -3.0 eV
charge: -1
DFT total energy: -48864.130 eV

=====

6.
The following is a quantum chemistry calculation of a molecular structure, C25H41BrClNO4P2PdTe at a distorted geometry, from the OMol25 dataset.

Each line ends with the Mulliken charge.
Geometry (Å):
Pd1 0.59 -0.40 -0.39  1.226
O1 -0.49 -6.45 -1.95  -0.491
C1 -0.18 -5.26 -1.46  0.571
C2 0.47 -5.05 -0.24  -0.679
C3 0.72 -3.77 0.16  -1.261
N1 0.39 -2.68 -0.56  0.883
C4 -0.22 -2.92 -1.73  0.261
Br1 -0.65 -1.36 -2.71  -0.132
C5 -0.54 -4.15 -2.24  -0.729
H1 -0.21 -7.17 -1.36  0.335
H2 0.78 -5.88 0.38  0.415
H3 1.20 -3.58 1.11  0.334
H4 -1.05 -4.28 -3.18  0.593
C6 1.18 -1.60 3.01  -0.835
C7 -0.25 -1.06 3.01  0.943
C8 -0.61 -0.46 4.37  -1.613
P1 -0.60 0.04 1.58  0.275
C9 -2.38 -0.11 1.19  1.709
C10 -3.34 0.16 2.35  -1.720
C11 -2.69 -1.49 0.59  -1.908
C12 -0.15 1.78 1.93  3.351
C13 -1.08 2.61 2.82  -1.856
C14 1.29 1.85 2.45  -1.542
H5 1.25 -2.48 3.65  0.521
H6 1.88 -0.86 3.40  0.308
H7 1.51 -1.88 2.02  -0.521
H8 -0.92 -1.91 2.81  0.517
H9 0.13 0.27 4.69  0.311
H10 -0.63 -1.25 5.11  0.468
H11 -1.59 0.02 4.38  0.335
H12 -2.52 0.65 0.41  -0.638
H13 -3.29 -0.65 3.09  0.364
H14 -4.35 0.18 1.96  0.458
H15 -3.17 1.10 2.86  0.406
H16 -2.72 -2.25 1.36  0.460
H17 -1.97 -1.79 -0.17  0.385
H18 -3.68 -1.46 0.12  0.530
H19 -0.17 2.22 0.93  -1.957
H20 -1.20 2.18 3.82  0.312
H21 -2.07 2.74 2.38  0.466
H22 -0.65 3.60 2.94  0.515
H23 1.36 1.55 3.49  0.406
H24 1.65 2.88 2.39  0.564
H25 1.97 1.23 1.87  -0.152
C15 1.33 4.76 -0.07  -0.602
C16 0.01 4.69 -0.79  -0.115
O2 0.10 3.86 -1.99  -0.114
P2 0.01 2.28 -1.97  -1.283
O3 1.01 1.61 -1.03  0.041
Te1 0.16 1.82 -4.31  -0.241
O4 -1.41 1.89 -1.36  0.267
C17 -2.67 2.36 -1.94  -0.643
C18 -3.43 1.19 -2.50  -0.827
H26 1.27 5.51 0.72  0.368
H27 2.12 5.06 -0.76  0.370
H28 1.60 3.80 0.37  -0.196
H29 -0.29 5.67 -1.17  0.419
H30 -0.80 4.30 -0.17  0.066
H31 -2.47 3.12 -2.69  0.659
H32 -3.20 2.82 -1.11  0.286
H33 -2.94 0.78 -3.38  0.211
H34 -4.43 1.52 -2.78  0.443
H35 -3.53 0.40 -1.76  0.038
Cl1 3.57 -0.86 -5.91  -0.097
C19 3.39 -0.80 -4.23  0.567
C20 3.12 -2.00 -3.53  -0.927
C21 2.94 -1.94 -2.18  -0.213
C22 3.02 -0.69 -1.49  1.096
C23 2.82 -0.63 -0.11  -1.782
C24 3.33 0.49 -2.23  -0.358
C25 3.52 0.43 -3.58  -0.932
H36 3.07 -2.93 -4.07  0.488
H37 2.75 -2.85 -1.62  0.549
H38 3.03 0.29 0.41  0.689
H39 2.81 -1.54 0.47  0.686
H40 3.41 1.43 -1.71  0.399
H41 3.77 1.31 -4.15  0.498

Values from the calculation:
frontier orbital gap (spin up / spin down): 3.75 / 3.69 eV
E_LUMO (spin up / spin down): -8.2105 / -8.2375 eV
HOMO level (spin up / spin down): -12.0 / -11.9 eV
charge: +2
DFT total energy: -148173.019 eV